The following is a DFT calculation (ωB97M-V/def2-TZVPD) of a structure of composition C6H7N in a non-equilibrium geometry.

```
14
C6H7N, DFT ωB97M-V/def2-TZVPD
N 0.563 -2.815 0.001
C -0.278 -0.284 -1.118
C 0.247 -0.256 0.222
C -0.114 0.982 0.981
C 0.250 2.182 0.591
C -0.679 2.071 -0.504
C -0.690 1.027 -1.457
H 0.085 -3.403 0.658
H 1.439 -3.252 -0.168
H 0.611 -1.297 0.485
H -0.986 0.725 1.539
H 1.210 2.653 0.731
H -1.172 2.994 -0.540
H -0.486 -1.327 -1.422
```

The value obtained for the energy above the lowest of the compared OMol25 structures with the same formula, charge and spin is 1258.0 kJ/mol. The calculation puts the molar mass at 93.1 g mol⁻¹. For the LUMO energy, the calculation gives -2.590 eV. The HOMO energy is -7.2 eV. The calculation puts the maximum force at 6.42 eV/Å.

***

The following is a DFT calculation (ωB97M-V/def2-TZVPD) of the ion C9H14N2 with charge +2 in a non-equilibrium geometry.

```
25
C9H14N2, DFT ωB97M-V/def2-TZVPD
C 0.061 1.856 -2.152
C -0.202 0.462 -2.364
C 0.412 2.479 -1.001
C 0.058 -0.526 -1.531
C -0.309 0.760 0.800
C 0.285 2.084 0.448
C -0.331 -1.917 -1.221
C -1.573 -0.983 1.893
C 1.975 -1.409 0.020
N -1.379 0.358 1.298
N 0.643 -1.070 -0.506
H 0.143 2.549 -3.005
H -0.786 0.260 -3.252
H 0.714 3.507 -1.260
H 1.357 1.966 0.833
H -0.099 2.975 1.076
H -1.362 -2.233 -0.768
H 0.116 -2.847 -1.803
H -0.591 -1.408 1.830
H -2.530 -1.337 1.364
H -1.901 -0.873 2.916
H 2.825 -0.798 -0.372
H 1.962 -1.313 1.100
H 2.051 -2.475 -0.214
H -2.140 0.975 1.464
```

The value obtained for the energy above the lowest of the compared OMol25 structures with the same formula, charge and spin is 489.0 kJ/mol. The calculation puts the molar mass at 150.2 g mol⁻¹. For the LUMO energy (alpha / beta), the calculation gives -9.630 / -10.558 eV. The HOMO energy (alpha / beta) is -17.2 / -17.8 eV. Its total charge is +2. The calculation puts the maximum force at 3.92 eV/Å.

***

The following is a DFT calculation (ωB97M-V/def2-TZVPD) of the ion C4H9NO2 with charge -2 in a non-equilibrium geometry.

```
16
C4H9NO2, DFT ωB97M-V/def2-TZVPD
C -0.532 -0.869 -1.629
O 0.388 -1.250 -2.552
C 0.033 0.225 -0.541
C -0.117 -0.249 0.916
C -0.396 0.901 1.927
O -0.252 0.581 3.259
N 1.427 0.472 -0.951
H -0.896 -1.743 -1.035
H -1.448 -0.373 -2.032
H -0.549 1.108 -0.752
H 0.835 -0.702 1.203
H -0.912 -0.989 0.873
H 0.295 1.713 1.565
H -1.420 1.235 1.762
H 2.019 0.081 -0.230
H 1.522 -0.140 -1.783
```

As for the SMILES: N[C@@H](C[O-])CC[O-]. The value obtained for the energy above the lowest of the compared OMol25 structures with the same formula, charge and spin is 28.6 kJ/mol. The calculation puts the molar mass at 103.1 g mol⁻¹. For the LUMO energy, the calculation gives 7.324 eV. The HOMO energy is 0.9 eV. Its total charge is -2. The calculation puts the maximum force at 1.75 eV/Å.

***

The following is a DFT calculation (ωB97M-V/def2-TZVPD) of the molecule C4H7FN2O in a non-equilibrium geometry.

```
15
C4H7FN2O, DFT ωB97M-V/def2-TZVPD
C -0.170 -1.412 1.235
C -0.682 -0.483 0.113
C 0.207 1.156 -1.562
C -0.749 2.026 -1.702
H 1.391 -0.324 2.182
H 1.753 -1.904 1.797
H -0.198 -2.430 0.837
H -0.897 -1.252 2.076
H 1.237 0.010 -0.258
H 0.925 1.031 -2.359
H -0.808 2.728 -2.516
N 1.190 -1.107 1.542
N 0.303 0.206 -0.531
O -1.876 -0.485 -0.131
F -1.625 2.239 -0.726
```

As for the SMILES: NCC(=O)N/C=C\F. The value obtained for the energy above the lowest of the compared OMol25 structures with the same formula, charge and spin is 100.1 kJ/mol. The calculation puts the molar mass at 118.1 g mol⁻¹. For the LUMO energy, the calculation gives 0.810 eV. The HOMO energy is -9.0 eV. The calculation puts the maximum force at 1.89 eV/Å.

***

The following is a DFT calculation (ωB97M-V/def2-TZVPD) of a cluster of 9 separate species, C48H87N4O25 in total in a non-equilibrium geometry.

```
164
C48H87N4O25, DFT ωB97M-V/def2-TZVPD
C 0.317 -1.123 -0.431
C 1.528 -1.888 0.127
C 2.336 -1.159 1.186
C 1.816 -3.119 -0.361
C 1.909 -3.384 -1.853
C 3.371 -3.742 -2.239
C 4.062 -2.644 -3.073
C 5.349 -3.243 -3.712
C 4.331 -1.437 -2.148
C 5.446 -0.485 -2.610
C 5.151 0.314 -3.834
N 4.050 1.025 -4.144
C 4.202 1.581 -5.337
N 3.372 2.375 -6.014
C 2.082 2.764 -5.422
O 1.053 1.913 -5.846
C 0.193 1.469 -4.854
C -0.270 2.249 -3.826
C -1.129 1.771 -2.859
C -1.528 2.726 -1.753
C -1.567 0.473 -2.955
C -1.111 -0.317 -3.991
C -0.242 0.157 -4.942
C 0.227 -0.781 -6.045
C -0.933 -1.487 -6.801
C 1.090 -1.899 -5.352
N 5.431 1.208 -5.803
N 6.000 0.454 -4.858
C 7.365 -0.089 -5.013
H -0.047 -0.400 0.306
H -0.499 -1.810 -0.663
H 0.635 -0.607 -1.352
H 1.826 -1.173 2.160
H 3.352 -1.556 1.224
H 2.412 -0.106 0.879
H 1.943 -3.942 0.350
H 1.275 -4.253 -2.101
H 1.518 -2.559 -2.457
H 3.416 -4.706 -2.754
H 3.917 -3.859 -1.291
H 3.430 -2.295 -3.898
H 6.163 -3.176 -2.980
H 5.608 -2.622 -4.582
H 5.152 -4.268 -4.027
H 4.666 -1.842 -1.183
H 3.395 -0.906 -1.942
H 6.375 -1.036 -2.770
H 5.655 0.199 -1.775
H 3.603 2.750 -6.919
H 1.885 3.769 -5.817
H 2.233 2.804 -4.341
H 0.093 3.279 -3.772
H -2.221 2.278 -1.038
H -1.883 3.667 -2.184
H -0.619 2.982 -1.189
H -2.269 0.067 -2.231
H -1.445 -1.351 -4.055
H 0.874 -0.267 -6.759
H -0.671 -2.546 -6.917
H -1.067 -1.114 -7.822
H -1.890 -1.458 -6.276
H 1.455 -1.469 -4.413
H 1.918 -2.233 -5.983
H 0.417 -2.715 -5.071
H 5.784 1.489 -6.705
H 7.755 -0.254 -4.012
H 7.966 0.670 -5.519
H 7.310 -1.017 -5.587
C 1.382 -1.563 8.451
O 1.421 -1.545 7.022
C 0.239 -1.321 6.448
O -0.803 -1.142 7.019
O 0.413 -1.330 5.123
C -0.782 -1.102 4.377
H 2.396 -1.753 8.795
H 1.052 -0.601 8.839
H 0.733 -2.361 8.808
H -1.198 -0.121 4.604
H -1.516 -1.882 4.574
H -0.514 -1.132 3.323
C -0.564 9.043 -3.447
O -0.196 7.679 -3.209
C 1.115 7.455 -3.204
O 1.978 8.271 -3.379
O 1.311 6.149 -2.967
C 2.684 5.763 -2.928
H -1.649 9.089 -3.424
H -0.167 9.689 -2.665
H -0.215 9.369 -4.425
H 3.207 6.280 -2.126
H 3.166 5.959 -3.887
H 2.709 4.693 -2.731
C 4.691 -8.249 1.053
O 4.396 -8.231 2.450
C 3.928 -7.067 2.899
O 3.746 -6.076 2.235
O 3.696 -7.189 4.202
C 3.183 -6.009 4.829
H 5.061 -9.243 0.818
H 3.793 -8.058 0.468
H 5.464 -7.519 0.814
H 2.223 -5.729 4.398
H 3.894 -5.189 4.743
H 3.041 -6.244 5.880
C 1.384 5.614 3.997
O 1.506 5.716 2.576
C 0.353 5.934 1.943
O -0.727 6.045 2.460
O 0.606 6.010 0.635
C -0.551 6.241 -0.174
H 2.381 5.438 4.391
H 0.996 6.540 4.417
H 0.744 4.776 4.269
H -1.017 7.192 0.083
H -1.265 5.425 -0.068
H -0.229 6.284 -1.206
C 0.263 -6.228 2.013
O -0.531 -6.489 3.170
C -1.846 -6.372 2.964
O -2.370 -6.074 1.923
O -2.469 -6.632 4.110
C -3.894 -6.529 4.037
H 1.304 -6.348 2.297
H 0.034 -6.938 1.219
H 0.112 -5.205 1.668
H -4.297 -7.245 3.322
H -4.192 -5.515 3.773
H -4.288 -6.761 5.023
C -5.853 -2.797 6.504
O -7.091 -3.236 7.070
C -7.555 -4.371 6.552
O -7.025 -5.016 5.683
O -8.704 -4.669 7.158
C -9.318 -5.873 6.697
H -5.584 -1.871 7.006
H -5.069 -3.532 6.677
H -5.964 -2.602 5.437
H -8.670 -6.729 6.877
H -9.565 -5.798 5.639
H -10.236 -6.000 7.265
C -1.635 10.169 1.762
O -2.491 10.414 0.644
C -2.671 11.707 0.366
O -2.188 12.631 0.963
O -3.482 11.794 -0.690
C -3.766 13.133 -1.101
H -1.564 9.091 1.887
H -0.637 10.565 1.576
H -2.050 10.600 2.671
H -2.852 13.647 -1.396
H -4.270 13.681 -0.306
H -4.428 13.070 -1.960
C -4.902 -1.424 0.037
O -6.097 -2.200 0.053
C -6.336 -2.813 1.215
O -5.641 -2.753 2.197
O -7.470 -3.498 1.097
C -7.846 -4.212 2.277
H -4.823 -0.981 -0.953
H -4.950 -0.626 0.778
H -4.031 -2.055 0.214
H -8.008 -3.525 3.106
H -7.090 -4.950 2.538
H -8.779 -4.727 2.063
```

The calculation puts the molar mass at 1120.2 g mol⁻¹. For the LUMO energy, the calculation gives -2.672 eV. The HOMO energy is -9.5 eV. Its total charge is +1. The calculation puts the maximum force at 2.51 eV/Å.

***

The following is a DFT calculation (ωB97M-V/def2-TZVPD) of a structure of composition C29H26Br2N5O2Sn.

```
65
C29H26Br2N5O2Sn, DFT ωB97M-V/def2-TZVPD
Sn 0.424 1.808 1.345
Br 5.712 3.851 -0.409
C 4.734 3.108 -1.769
C 5.163 3.130 -3.052
C 4.375 2.559 -4.090
Br 5.074 2.666 -5.772
C 3.106 1.939 -3.851
C 2.311 1.384 -4.865
C 1.092 0.840 -4.519
C 0.694 0.856 -3.186
N 1.449 1.367 -2.201
C 2.610 1.891 -2.534
C 3.416 2.460 -1.404
O 3.042 2.422 -0.260
H 6.107 3.588 -3.318
H 2.642 1.383 -5.895
H 0.442 0.401 -5.263
H -0.265 0.430 -2.909
C 3.702 3.194 4.068
C 3.208 2.963 5.342
C 1.957 2.377 5.498
C 1.238 2.019 4.374
N 1.738 2.231 3.136
C 2.936 2.814 2.984
C -0.143 1.452 4.419
C -0.772 1.098 5.599
C -2.063 0.590 5.555
C -2.692 0.447 4.328
C -2.000 0.804 3.189
N -0.757 1.299 3.226
H 4.664 3.662 3.913
H 3.783 3.249 6.213
H 1.554 2.224 6.487
H 3.274 2.968 1.967
H -0.268 1.209 6.546
H -2.569 0.310 6.470
H -3.701 0.067 4.248
H -2.461 0.707 2.214
C -3.748 -4.756 -1.183
C -3.793 -3.285 -0.810
N -3.307 -2.404 -1.879
C -4.119 -2.317 -3.110
C -3.489 -3.051 -4.280
C -2.230 -1.629 -1.796
O -1.896 -0.809 -2.653
C -1.302 -1.719 -0.600
C -0.622 -2.865 -0.210
C 0.391 -2.774 0.736
C 0.704 -1.541 1.267
N 0.040 -0.430 0.906
C -0.932 -0.520 -0.008
H -4.118 -5.361 -0.356
H -2.734 -5.082 -1.421
H -4.376 -4.966 -2.048
H -3.210 -3.091 0.089
H -4.818 -2.980 -0.585
H -4.260 -1.261 -3.336
H -5.093 -2.733 -2.857
H -2.523 -2.617 -4.530
H -4.132 -2.968 -5.155
H -3.354 -4.110 -4.064
H -0.864 -3.821 -0.658
H 0.945 -3.647 1.050
H 1.498 -1.430 1.994
H -1.412 0.403 -0.324
```

The value obtained for the energy above the lowest of the compared OMol25 structures with the same formula, charge and spin is 4.7 kJ/mol. The calculation puts the molar mass at 755.1 g mol⁻¹. For the LUMO energy, the calculation gives -11.102 eV. The HOMO energy is -16.0 eV. Its total charge is +3. The calculation puts the maximum force at 0.59 eV/Å.

***

The following is a DFT calculation (ωB97M-V/def2-TZVPD) of a structure of composition C2H2BrO2S2 in a non-equilibrium geometry.

```
9
C2H2BrO2S2, DFT ωB97M-V/def2-TZVPD
C 3.042 1.686 0.856
C 0.090 0.147 -0.405
O 3.477 1.197 1.810
O 2.553 2.123 -0.104
S -0.581 0.625 -1.924
S -0.999 -0.587 0.787
Br 1.338 -2.068 -0.775
H 0.643 0.757 -2.442
H 0.094 -0.857 1.538
```

The value obtained for the energy above the lowest of the compared OMol25 structures with the same formula, charge and spin is 182.2 kJ/mol. The calculation puts the molar mass at 202.1 g mol⁻¹. For the LUMO energy, the calculation gives 3.140 eV. The HOMO energy is -3.0 eV. Its total charge is -1. The calculation puts the maximum force at 1.49 eV/Å.

***

The following is a DFT calculation (ωB97M-V/def2-TZVPD) of a structure of composition C29H40N8O6PbS2Se2.

```
88
C29H40N8O6PbS2Se2, DFT ωB97M-V/def2-TZVPD
Pb 0.664 -0.417 0.141
C 0.688 4.111 3.529
N -0.012 3.422 2.441
C -0.726 4.273 1.495
C 0.068 2.103 2.235
O -0.537 1.528 1.316
C 0.949 1.321 3.190
O 1.027 -0.032 2.781
C 2.287 -0.599 3.108
C 3.315 -0.152 2.074
O 2.890 0.448 1.067
N 4.585 -0.474 2.266
C 5.036 -1.293 3.397
C 5.564 -0.284 1.191
H 1.700 4.397 3.235
H 0.134 5.013 3.777
H 0.734 3.498 4.425
H -0.079 5.096 1.196
H -0.992 3.688 0.622
H -1.630 4.679 1.952
H 1.937 1.787 3.203
H 0.527 1.369 4.198
H 2.573 -0.335 4.125
H 2.183 -1.683 3.048
H 4.492 -1.051 4.307
H 4.925 -2.353 3.172
H 6.087 -1.081 3.569
H 5.139 0.344 0.418
H 6.456 0.187 1.598
H 5.825 -1.255 0.771
Se -3.363 -3.090 -1.659
C -3.274 -1.448 -1.239
N -3.259 -0.289 -0.911
C -3.122 4.404 -1.861
N -3.845 3.597 -0.883
C -3.661 2.300 -0.643
Se -2.375 1.177 -1.512
N -4.532 1.904 0.279
C -5.341 2.979 0.659
C -6.396 3.081 1.554
C -6.988 4.325 1.665
C -6.543 5.421 0.910
C -5.488 5.313 0.023
C -4.896 4.063 -0.080
H -2.268 3.850 -2.240
H -2.768 5.318 -1.390
H -3.775 4.660 -2.693
H -4.592 0.949 0.599
H -6.738 2.232 2.132
H -7.817 4.455 2.348
H -7.043 6.375 1.017
H -5.156 6.162 -0.561
C 0.463 -3.041 -2.528
N 0.810 -1.984 -3.474
C 2.099 -2.156 -4.146
C 0.142 -0.806 -3.438
O -0.518 -0.476 -2.418
N 0.218 0.003 -4.521
C 0.347 -0.502 -5.889
C -0.238 1.376 -4.414
H 0.314 -3.975 -3.072
H -0.457 -2.791 -2.006
H 1.274 -3.194 -1.814
H 2.843 -2.450 -3.403
H 2.419 -1.226 -4.607
H 2.051 -2.935 -4.908
H 0.374 -1.586 -5.894
H 1.244 -0.115 -6.371
H -0.522 -0.183 -6.466
H 0.011 1.773 -3.433
H -1.316 1.458 -4.573
H 0.272 1.971 -5.169
O 3.576 -3.390 -0.889
S 3.150 -3.520 0.474
O 4.093 -3.255 1.520
N 1.800 -2.566 0.718
C 0.721 -3.283 0.971
S -0.772 -2.503 1.206
C 0.952 -4.743 0.990
C 0.031 -5.759 1.166
C 0.482 -7.071 1.076
C 1.820 -7.353 0.817
C 2.750 -6.332 0.637
C 2.284 -5.038 0.732
H -1.006 -5.528 1.376
H -0.219 -7.887 1.202
H 2.148 -8.382 0.754
H 3.792 -6.546 0.431
```

The value obtained for the energy above the lowest of the compared OMol25 structures with the same formula, charge and spin is 67.7 kJ/mol. The calculation puts the molar mass at 1025.9 g mol⁻¹. For the LUMO energy, the calculation gives -5.295 eV. The HOMO energy is -13.0 eV. Its total charge is +2. The calculation puts the maximum force at 0.45 eV/Å.